Entry 1:
# C33H77N11O14

12 unconnected molecules or ions with the total composition C33H77N11O14 (ωB97M-V with the def2-TZVPD basis set, the Open Molecules 2025 dataset).

```
! wB97M-V def2-TZVPD RIJCOSX def2/J DEFGRID3
* xyz 0 1
C 11.20741 20.59108 -23.35888
O 11.60807 20.47218 -24.75599
C 12.83377 20.30444 -25.17470
O 13.75129 20.48739 -24.37701
O 12.81486 20.07382 -26.51275
C 14.02496 19.76805 -27.17244
H 10.16242 20.89532 -23.41829
H 11.67744 21.42347 -22.83514
H 11.20655 19.65752 -22.79624
H 14.92405 20.27546 -26.82276
H 14.00042 20.00790 -28.23544
H 14.29428 18.72470 -27.00815
C 11.63521 27.45763 -25.22580
N 10.85437 26.32549 -24.94373
C 10.99088 25.54369 -23.83427
C 10.01220 24.38027 -23.70001
O 11.72746 25.82854 -22.90354
H 11.80720 27.57458 -26.29577
H 12.62270 27.45709 -24.76431
H 11.10563 28.37832 -24.98088
H 10.28280 26.00546 -25.71249
H 10.51018 23.49824 -24.10267
H 9.18890 24.76058 -24.30469
H 9.65414 24.15771 -22.69484
C 13.83558 16.26039 -24.98948
N 12.63151 15.78364 -24.40806
C 12.42796 14.79851 -23.50139
C 11.08795 14.67241 -22.92372
O 13.20256 13.86577 -23.38710
H 14.09268 17.24663 -24.60306
H 13.65004 16.20620 -26.06221
H 14.70405 15.62635 -24.81102
H 11.86134 16.43613 -24.37373
H 10.33524 15.09097 -23.59180
H 11.06624 15.29748 -22.03101
H 10.76946 13.65731 -22.68658
C 15.96367 22.56815 -30.11404
N 15.67574 22.93347 -31.48524
C 15.82113 24.16340 -31.95620
C 15.20663 24.58542 -33.33730
O 16.35346 25.04585 -31.28858
H 15.86758 21.49569 -29.94464
H 15.42617 23.15181 -29.36668
H 16.98453 22.81085 -29.81903
H 15.07225 22.34532 -32.04199
H 14.35382 23.91563 -33.44770
H 15.93860 24.35492 -34.11137
H 15.00303 25.65583 -33.30777
C 13.64313 18.01717 -30.78190
N 14.27491 16.70955 -30.77599
C 14.95560 16.12024 -29.85252
C 15.43497 14.66087 -30.13455
O 15.13458 16.68921 -28.77209
H 13.36538 18.33405 -31.78716
H 14.42951 18.75712 -30.63300
H 12.78951 18.22742 -30.13751
H 14.05372 16.10714 -31.55591
H 15.15070 14.25971 -31.10736
H 15.06897 14.06738 -29.29675
H 16.51739 14.60819 -30.01755
C 10.45353 18.74425 -18.53915
N 11.30014 18.70352 -19.75147
C 12.02393 17.65317 -20.12178
C 13.14425 17.83861 -21.16065
O 11.64366 16.52085 -19.76645
H 10.83708 19.37103 -17.73408
H 10.26794 17.80251 -18.02264
H 9.47532 19.18267 -18.73665
H 11.45985 19.62467 -20.13368
H 12.77640 17.47054 -22.11841
H 14.05152 17.24746 -21.03613
H 13.58248 18.83624 -21.13255
C 9.00906 19.47045 -26.24810
N 8.48949 18.76660 -25.09121
C 9.15643 17.92989 -24.25426
C 8.42141 17.48216 -23.00191
O 10.38195 17.69338 -24.38701
H 8.47317 19.10195 -27.12281
H 10.08052 19.42123 -26.44214
H 8.73080 20.52235 -26.18349
H 7.50491 18.86502 -24.88866
H 7.64003 18.20970 -22.78233
H 9.00564 17.31811 -22.09644
H 7.97533 16.52172 -23.26010
C 13.43634 23.86204 -25.65905
N 13.95025 24.99451 -26.44833
C 13.77536 25.11290 -27.78257
C 14.23060 26.41557 -28.42126
O 13.21106 24.32496 -28.54007
H 14.05478 22.98265 -25.83881
H 12.43305 23.65811 -26.03310
H 13.27199 24.09511 -24.60703
H 14.48179 25.69074 -25.94550
H 15.09722 26.08396 -28.99318
H 14.65914 27.18815 -27.78284
H 13.56741 26.79227 -29.19996
C 17.36299 19.63202 -25.47813
N 17.20869 21.07240 -25.35031
C 17.29804 21.93614 -26.40619
C 17.21839 23.38611 -26.10841
O 17.45327 21.54872 -27.53605
H 16.60337 19.16067 -26.10175
H 17.20960 19.25772 -24.46597
H 18.38139 19.35513 -25.75066
H 17.09136 21.49316 -24.43965
H 17.77090 23.97590 -26.83983
H 17.79815 23.64511 -25.22246
H 16.17974 23.71082 -26.04616
C 8.16812 21.00731 -21.68327
C 7.25946 22.14464 -21.36278
N 6.08609 22.05792 -21.99217
O 7.62811 23.06229 -20.61797
H 9.15688 21.32980 -21.35702
H 8.14583 20.73926 -22.73956
H 7.86344 20.05979 -21.23889
H 5.85857 21.22285 -22.51274
H 5.44142 22.81446 -21.81286
C 12.07681 22.29434 -18.28629
C 11.66900 22.33170 -19.76151
N 11.43843 23.50434 -20.32183
O 11.73606 21.33704 -20.47021
H 13.16561 22.27125 -18.24052
H 11.68090 21.38672 -17.83068
H 11.73665 23.17582 -17.74280
H 11.27769 23.53050 -21.31862
H 11.47429 24.36504 -19.79458
C 10.55794 22.54314 -28.57754
C 11.25319 21.86213 -29.75009
N 12.41830 22.31993 -30.11652
O 10.92207 20.77655 -30.22372
H 9.50223 22.28754 -28.48671
H 10.71445 23.61453 -28.45220
H 10.99048 22.11814 -27.67179
H 13.02116 21.79350 -30.73257
H 12.76730 23.05264 -29.51533
*
```

As for the HOMO energy: -8.369 eV. Its SMILES is COC(=O)OC.CNC(C)=O.CNC(C)=O.CNC(C)=O.CNC(C)=O.CNC(C)=O.CNC(C)=O.CNC(C)=O.CNC(C)=O.CC(N)=O.CC(N)=O.CC(N)=O. The energy above the lowest of the compared OMol25 structures with the same formula, charge and spin is 208.6 kJ/mol. Its largest force on an atom is 4.58 eV/A. As for the total energy: -2959.39523 Ha. For the LUMO energy, the calculation gives -0.06 eV.

Mulliken population analysis, charges in e, atoms 1 to 8: -0.183, -0.191, 0.159, -0.651, 0.129, 0.512, 0.086, 0.562



Entry 2:
# C33H78F9O34P7

A molecular structure, C33H78F9O34P7 (ωB97M-V with the def2-TZVPD basis set, the Open Molecules 2025 dataset).

```
! wB97M-V def2-TZVPD RIJCOSX def2/J DEFGRID3
* xyz 0 1
C 2.02845 0.71408 3.46607
C 2.25620 2.24251 3.45860
O 2.97798 2.68940 4.64661
C 4.28609 2.54098 4.63726
O 5.01898 1.89229 3.95163
C 4.88842 3.39339 5.82394
F 5.10012 2.57276 6.84110
F 6.07522 3.85119 5.45346
F 4.02033 4.38500 6.18867
H 1.63324 0.35385 2.51760
H 1.39102 0.39636 4.29255
H 3.01845 0.34874 3.53536
H 1.26446 2.72711 3.52221
H 2.73543 2.56042 2.55177
C 0.97859 7.19171 4.67064
C -0.54350 7.30433 4.73170
O -1.18122 6.20652 4.02416
C -1.88628 6.51131 2.93690
O -1.85834 7.53920 2.32148
C -2.64972 5.23962 2.41841
F -1.76015 4.16299 2.22604
F -3.56920 4.77441 3.30152
F -3.23826 5.36816 1.23581
H 1.13598 7.06833 3.58047
H 1.45994 6.34114 5.17294
H 1.50175 8.08380 5.03792
H -0.84517 8.26774 4.29630
H -0.91036 7.21334 5.71751
C -1.07341 -3.33201 -1.06316
C 0.02812 -2.39013 -0.84134
O -0.54528 -1.08059 -0.51496
C 0.22700 -0.28494 0.16695
O 1.40245 -0.47857 0.46530
C -0.46927 1.10328 0.58270
F 0.42377 2.05573 0.73315
F -1.43863 1.41624 -0.26255
F -1.01688 0.93999 1.83328
H -1.89112 -2.94257 -1.72739
H -1.50650 -3.62781 -0.08042
H -0.58448 -4.18982 -1.51028
H 0.60317 -2.32902 -1.78088
H 0.62701 -2.62478 0.03848
C 3.24333 3.61935 -2.54217
O 2.33841 2.63390 -2.18502
P 1.99899 1.43214 -3.15326
O 1.98298 1.78642 -4.54522
O 0.63477 0.82755 -2.55218
C -0.60855 1.18634 -3.15936
O 3.01463 0.36372 -2.71936
C 3.22116 -0.77880 -3.57016
H 3.17373 4.45987 -1.87595
H 3.08618 3.84933 -3.60253
H 4.26163 3.18929 -2.57705
H -1.32294 0.42477 -2.84113
H -0.48250 1.19299 -4.22145
H -0.98805 2.13492 -2.74489
H 2.24668 -1.14437 -3.84661
H 3.61751 -1.60730 -2.98810
H 3.91556 -0.64075 -4.41618
C 2.70746 -3.44580 2.80602
O 3.34376 -2.46281 2.02510
P 4.58252 -2.74258 1.11665
O 5.44624 -3.84993 1.54020
O 3.75004 -2.94278 -0.22332
C 4.44438 -3.75375 -1.21695
O 5.29243 -1.35530 0.98103
C 4.55160 -0.06914 0.82021
H 3.39071 -4.12388 3.33835
H 2.04146 -4.06520 2.21215
H 2.13897 -2.85835 3.49447
H 4.51575 -4.71895 -0.82241
H 5.41084 -3.31331 -1.49199
H 3.82362 -3.80460 -2.07564
H 4.61044 0.43662 1.76127
H 3.48567 -0.17715 0.63494
H 5.03866 0.54372 0.04664
C -3.18300 -1.34352 1.86292
O -1.83893 -1.89409 2.08781
P -1.57010 -2.92972 3.24296
O -0.28032 -3.62635 3.02286
O -1.89729 -2.09751 4.57409
C -0.91137 -1.38843 5.24152
O -2.93474 -3.80993 3.27359
C -3.33991 -4.54753 2.16292
H -3.77192 -2.01289 1.25020
H -3.02916 -0.40285 1.37109
H -3.62250 -1.11574 2.86372
H -0.93684 -0.35046 4.89344
H 0.02849 -1.84474 4.98811
H -1.12269 -1.47885 6.27868
H -3.21652 -5.61479 2.36684
H -2.72514 -4.35145 1.27326
H -4.37968 -4.39561 1.89085
C 0.04998 -6.81429 -3.85716
O 0.63511 -5.98831 -4.82657
P 0.64770 -4.40350 -4.70834
O 1.25966 -3.91530 -3.47323
O 1.41423 -4.02345 -6.05548
C 2.79063 -4.34056 -6.10148
O -0.76953 -3.95585 -5.05929
C -0.93611 -2.56158 -5.11012
H -0.99139 -7.01489 -4.11856
H 0.09676 -6.34748 -2.82766
H 0.67236 -7.67245 -3.79874
H 2.99305 -5.12513 -5.40602
H 3.40698 -3.47507 -5.72358
H 3.09801 -4.46920 -7.12517
H -0.52460 -2.09927 -4.22565
H -1.97645 -2.38015 -5.18191
H -0.49605 -2.01666 -5.93131
C 6.20226 3.93123 1.88903
O 4.96738 4.58222 2.44623
P 4.48075 5.80127 1.52128
O 4.71155 5.53449 0.11104
O 2.97101 6.04407 1.89436
C 1.90167 5.42250 1.16914
O 5.23558 7.04342 2.16426
C 4.71684 8.32703 1.81929
H 6.55086 4.46492 0.97148
H 6.00614 2.91863 1.49598
H 6.88942 3.81921 2.68787
H 2.25134 5.02249 0.21111
H 1.12057 6.21463 1.04137
H 1.57803 4.63471 1.82537
H 3.63601 8.38249 2.01391
H 4.81685 8.55750 0.71647
H 5.31318 9.01978 2.41099
C -5.24054 -7.30722 -0.92875
O -4.89492 -5.99057 -0.54077
P -5.14834 -4.82113 -1.54178
O -4.96779 -3.52516 -0.90882
O -4.27251 -5.28174 -2.78150
C -4.19385 -4.57821 -3.97057
O -6.62415 -5.00845 -2.10774
C -7.66916 -4.10342 -1.56599
H -6.26067 -7.24966 -1.36441
H -5.20868 -7.94378 -0.03420
H -4.51009 -7.63395 -1.69226
H -4.91473 -4.92784 -4.69571
H -3.22387 -4.73520 -4.46988
H -4.33794 -3.51730 -3.82000
H -8.56293 -4.30188 -2.19896
H -7.48909 -3.00734 -1.73499
H -7.85383 -4.33659 -0.50257
C -3.58084 3.62380 -2.53877
O -3.90964 3.13287 -1.27550
P -4.62396 1.76435 -1.04128
O -4.78445 1.44030 0.37045
O -6.01117 1.93651 -1.78293
C -7.15367 1.06672 -1.61976
O -3.73930 0.84412 -2.00689
C -3.53493 -0.62648 -1.84601
H -3.20051 4.60169 -2.27835
H -4.40819 3.65309 -3.30964
H -2.81754 3.06685 -2.99250
H -7.85754 1.29922 -2.41556
H -7.52794 1.07101 -0.57899
H -6.91268 -0.00750 -1.81645
H -4.50600 -1.09640 -1.60730
H -2.81057 -0.87252 -1.06127
H -3.25868 -0.94314 -2.84774
*
```

As for the HOMO energy: -10.068 eV. Its largest force on an atom is 3.27 eV/A. As for the total energy: -7151.28217 Ha. For the LUMO energy, the calculation gives 0.15 eV.

Mulliken population analysis, charges in e, atoms 1 to 8: -0.739, 0.002, -0.397, 0.398, -0.537, 0.762, -0.259, -0.230



Question: Which formula does entry 2 have?
Answer: C33H78F9O34P7



Question: The highest LUMO belongs to which entry?
Answer: C33H78F9O34P7



Question: Which value of total energy does entry 2 give?
Answer: -7151.28217 Ha